Molecular formula: C39H37F5N12SSeSr
Method: DFT, ωB97M-V/def2-TZVPD

## Properties
DFT total energy = -5494.7601 hartree
energy above the lowest of the compared OMol25 structures with the same formula, charge and spin = 10.6 kJ/mol
total charge = +2
F_max = 0.6 eV/Å
HOMO-LUMO gap = 5.62 eV
lowest unoccupied orbital energy = -5.85 eV

Positions of all 96 atoms, in Å:
Sr: 0.44349 0.49077 0.14461
C: 3.46573 3.06791 -2.80322
C: 2.59179 2.46914 -1.74753
N: 2.04025 1.31443 -1.84374
N: 2.25230 0.60573 -2.98792
C: 1.72258 -0.63746 -3.17486
N: 1.95882 -1.17438 -4.36815
S: 0.82870 -1.48350 -2.03053
C: 2.31437 3.24264 -0.50043
C: 2.33740 4.63073 -0.51405
C: 2.09643 5.32118 0.66443
C: 1.87114 4.60563 1.82600
C: 1.84718 3.22096 1.74835
N: 2.04017 2.54936 0.61604
H: 4.24205 2.35822 -3.10035
H: 3.97351 3.95985 -2.45261
H: 2.88538 3.33470 -3.69116
H: 2.78534 1.03604 -3.73264
H: 2.43472 -0.68653 -5.10943
H: 1.53416 -2.06260 -4.57974
H: 2.52384 5.17010 -1.43075
H: 2.10019 6.40208 0.67147
H: 1.71720 5.10117 2.77352
H: 1.66845 2.62272 2.63431
C: -1.34639 4.87946 -3.40487
C: -1.62889 5.49563 -2.18795
C: -1.59858 4.76897 -1.01077
C: -1.27560 3.41689 -1.07596
C: -1.00257 2.78806 -2.28069
C: -1.04077 3.52740 -3.45832
N: -1.17615 2.59325 0.08621
N: -1.56815 3.11376 1.14017
C: -1.42641 2.33332 2.34437
C: -2.01729 2.92186 3.45017
C: -1.92802 2.26841 4.67214
C: -1.24639 1.06650 4.72999
C: -0.68202 0.56275 3.56552
N: -0.76504 1.17283 2.38392
H: -1.38109 5.45963 -4.31760
H: -1.88087 6.54660 -2.16161
H: -1.81443 5.23679 -0.06164
H: -0.81747 1.72020 -2.34369
H: -0.85872 3.03299 -4.40191
H: -2.53041 3.86460 3.33472
H: -2.37805 2.69753 5.55646
H: -1.14035 0.51578 5.65308
H: -0.13415 -0.37221 3.58143
N: -3.87563 -2.62651 -2.60954
C: -3.89229 -2.03935 -1.24103
C: -2.47077 -1.95129 -0.66426
N: -2.13653 -0.63146 -0.12468
H: -4.81232 -2.63014 -3.01514
H: -3.49714 -3.57202 -2.65169
H: -3.25965 -1.95828 -3.21135
H: -4.58254 -2.60139 -0.61398
H: -4.28966 -1.03356 -1.38371
H: -1.75655 -2.15744 -1.46251
H: -2.31686 -2.70559 0.10851
H: -2.73605 -0.40310 0.66369
H: -2.35422 0.04450 -0.86080
N: 3.97157 -4.76824 4.60348
C: 3.88372 -5.88971 5.40678
C: 4.83350 -6.57610 6.15917
C: 4.37842 -7.67324 6.85669
C: 3.02977 -8.07827 6.81151
C: 2.09959 -7.39517 6.06446
C: 2.54146 -6.27910 5.34874
N: 1.83413 -5.42136 4.52815
C: 2.71244 -4.55161 4.11083
C: 2.35872 -3.45080 3.21712
C: 3.23954 -2.43705 2.85079
C: 2.79385 -1.42697 2.01696
N: 1.55238 -1.37077 1.53115
C: 0.71498 -2.35791 1.87572
C: 1.06114 -3.40148 2.70444
H: 4.80895 -4.25354 4.39805
H: 5.87030 -6.27330 6.19833
H: 5.07442 -8.24204 7.45732
H: 2.72814 -8.94738 7.37858
H: 1.06459 -7.70248 6.02368
H: 4.26113 -2.40606 3.20177
H: 3.46487 -0.62639 1.72774
H: -0.28820 -2.30876 1.46245
H: 0.35455 -4.17646 2.96189
F: -5.80169 2.72433 -7.28696
C: -4.95776 2.02692 -6.53838
C: -3.58792 2.20128 -6.66804
F: -3.10722 3.07361 -7.55069
C: -2.72300 1.46397 -5.87593
F: -1.40466 1.66757 -6.06281
C: -3.15436 0.54478 -4.93697
Se: -1.90740 -0.45242 -3.86436
C: -4.52740 0.40007 -4.84060
F: -5.05853 -0.47156 -3.94048
C: -5.43125 1.10986 -5.60981
F: -6.73991 0.92155 -5.45906